No. 1
{"formula": "C3H6N2O2S2", "method": "ωB97M-V/def2-TZVPD", "lumo_energy_ev": 0.2, "energy_ha": -1174.1542, "largest_force_ha_per_bohr": 0.13650, "relative_energy_ev": 2.4581, "symbols": ["N", "C", "S", "C", "H", "S", "O", "H", "H", "C", "H", "N", "O", "H", "H"], "positions_angstrom": [[-4.571709, 0.780096, 0.572794], [-6.795161, 2.005712, 1.040725], [-3.281886, -0.925307, 0.907904], [-6.192242, 0.966557, 1.616489], [-6.280627, 0.244656, 2.311356], [-6.028835, 2.749074, -0.321755], [-2.725752, -0.292042, 2.075778], [4.174663, -3.292070, -0.479928], [-7.814402, 2.322662, 1.069567], [-4.634836, 1.719088, -0.258949], [4.387292, -2.024945, -1.485681], [4.640397, -3.001465, -1.351200], [-2.453055, -0.945889, -0.278094], [5.684939, -3.332750, -1.230821], [-3.891539, 1.959890, -1.055810]], "forces_ev_per_a": [[-3.8705, 0.9228, 2.2153], [0.6782, -1.4163, -0.3813], [0.7849, -0.6184, 0.1775], [3.5223, 2.8771, -5.3463], [-0.3994, -2.0994, 2.1966], [0.1904, 0.3841, 0.0275], [0.2283, -0.3075, 0.0844], [0.2693, 0.1308, -0.6401], [-0.5344, 0.1161, 0.9272], [0.0487, 0.4567, -0.9498], [1.0972, -0.1872, 0.0062], [1.4464, -1.8085, 1.1481], [-0.3274, 0.2634, 0.2505], [-2.8148, 1.8641, -0.5152], [-0.3193, -0.5779, 0.7994]]}

---

No. 2
{"formula": "C3H6N2O3", "method": "ωB97M-V/def2-TZVPD", "lumo_energy_ev": 0.8, "energy_ha": -452.9966, "largest_force_ha_per_bohr": 0.05757, "relative_energy_ev": 5.5618, "symbols": ["C", "H", "H", "O", "O", "H", "H", "C", "N", "N", "H", "O", "H", "C"], "positions_angstrom": [[-0.833093, 0.752552, -0.741080], [-0.220260, -2.565443, -0.065568], [-3.023979, 1.231479, -0.031978], [-1.824617, -0.542965, 0.629367], [2.432907, -0.744810, 0.814260], [1.709726, -0.977262, 0.099923], [0.078723, 1.143038, -0.332988], [-0.769158, -0.692142, -0.312632], [3.141626, 0.185607, 0.042117], [0.076993, -1.597088, -0.357992], [-1.708617, 1.390690, 1.168728], [4.002484, 0.740890, 0.587557], [-1.095323, 0.855952, -1.794769], [-1.967414, 0.819507, 0.295050]], "forces_ev_per_a": [[-0.6484, -1.2190, 0.4197], [0.4294, 1.6569, 0.2964], [1.9332, -1.4105, 0.3300], [0.0946, -1.6450, -1.4500], [-0.6539, 0.4605, -1.7419], [1.1370, -0.1581, 1.7129], [0.5362, 1.0187, -0.6433], [-1.1447, 0.5607, 2.3760], [-0.7890, -0.2379, -0.8479], [-0.1492, -2.1424, -1.2762], [0.1553, 0.4615, 0.3552], [0.3825, -0.1396, 0.9034], [0.4399, 0.4779, 0.2203], [-1.7230, 2.3163, -0.6546]]}

---

No. 3
{"formula": "C3H6N2O3", "method": "ωB97M-V/def2-TZVPD", "lumo_energy_ev": 0.7, "energy_ha": -453.1200, "smiles": "C[C@@]1(O)OC(=O)N1N", "largest_force_ha_per_bohr": 0.04940, "relative_energy_ev": 2.2046, "symbols": ["H", "O", "O", "N", "C", "C", "O", "C", "H", "H", "H", "H", "N", "H"], "positions_angstrom": [[-1.740766, 0.718185, -1.013936], [-1.520615, -0.671432, 1.218589], [0.327828, -1.605975, 0.202950], [0.942109, 1.752494, 0.260791], [-0.624966, -0.597542, 0.220586], [-1.287865, -0.266676, -1.090390], [2.573972, -0.866635, -0.073195], [1.447390, -0.651236, 0.227113], [1.677173, 1.850745, -0.436079], [-0.552522, -0.281807, -1.889228], [1.243168, 2.205111, 1.119494], [-1.087382, -0.984278, 2.025915], [0.663313, 0.406701, 0.513391], [-2.060837, -1.007654, -1.286001]], "forces_ev_per_a": [[-0.0368, 0.0535, -0.0500], [-0.2011, -0.0996, 0.2819], [1.2907, 0.0859, 0.0694], [-0.0601, -0.3473, 0.0019], [1.4325, 2.0940, -0.1218], [0.0873, -0.1496, 0.3501], [0.0105, 0.0673, 0.2652], [-0.8837, -1.0385, -0.6229], [-0.1431, -0.1345, 0.0389], [0.0180, 0.0211, -0.0330], [-0.0833, -0.1462, -0.1455], [0.0478, 0.0446, -0.1503], [-1.4558, -0.4502, 0.1675], [-0.0229, -0.0005, -0.0513]]}

---

No. 4
{"formula": "C3H6N2O3", "method": "ωB97M-V/def2-TZVPD", "lumo_energy_ev": 0.4, "energy_ha": -453.1095, "largest_force_ha_per_bohr": 0.08727, "relative_energy_ev": 2.4905, "symbols": ["C", "C", "O", "N", "H", "H", "H", "H", "O", "H", "H", "O", "C", "N"], "positions_angstrom": [[0.545167, 0.600858, 1.324639], [-0.879485, -0.728340, -0.005686], [0.930276, 1.252100, 2.274023], [-0.715357, 0.138014, 1.114146], [2.228212, -0.451643, 0.485245], [-0.314186, 0.153009, -1.851446], [-1.710687, 1.152217, -1.413250], [-1.478150, 0.293125, 1.762320], [-1.444272, -1.812607, 0.058405], [0.787997, -1.468155, -1.079321], [1.784114, 1.044105, -0.383172], [-1.579901, 0.251851, -1.727468], [1.387609, 0.163174, 0.137925], [0.458663, -0.587707, -0.696359]], "forces_ev_per_a": [[0.5891, 0.7959, 0.4780], [2.4396, -3.4793, 1.4425], [-0.3159, -0.4686, -0.6071], [-1.3981, 0.3404, -0.7233], [-0.2013, 0.1903, -0.0232], [-3.8747, -0.0041, 1.1868], [-0.0915, 0.2904, -0.2174], [0.2750, -0.1232, -0.0461], [0.0392, 2.3589, -0.7157], [-0.1872, -0.0111, 0.3982], [-0.0517, -0.1652, 0.2212], [3.3452, 0.1481, -0.5387], [0.1749, -0.1291, 0.0073], [-0.7425, 0.2567, -0.8623]]}

---

No. 5
{"formula": "C3H6N2O3", "method": "ωB97M-V/def2-TZVPD", "lumo_energy_ev": -0.1, "energy_ha": -452.8510, "largest_force_ha_per_bohr": 0.13661, "relative_energy_ev": 9.5250, "symbols": ["O", "C", "H", "N", "O", "H", "H", "O", "C", "C", "H", "H", "H", "N"], "positions_angstrom": [[2.331855, -0.867100, 1.026222], [0.419750, -0.204132, -0.148471], [-0.312262, 1.988554, -1.603355], [-1.478032, 0.390520, 1.011969], [-0.450295, -0.599362, 0.799648], [1.265890, -2.165876, -0.300068], [1.917693, -2.084101, 1.578251], [-0.458918, -0.115638, -1.338667], [1.516286, -1.119173, -0.276318], [-1.532149, 1.391020, 0.150117], [0.788536, 0.817832, 0.006304], [-2.037575, 2.456035, 0.127663], [2.006739, -0.522940, -1.156098], [-1.012465, 1.289623, -1.140866]], "forces_ev_per_a": [[-2.9417, -6.3790, -0.0063], [-2.8275, 0.8623, -0.7854], [-1.7532, -1.4875, 1.5284], [-0.2170, 2.3304, -0.3388], [-1.6892, 0.8077, 1.4484], [0.0613, -0.1038, -0.9375], [2.0759, 5.5760, -1.8049], [0.6532, 3.5423, 0.3008], [3.2460, 2.1353, 0.5101], [0.6935, -0.1684, -0.6668], [0.2418, -0.2662, 0.3200], [0.4129, -2.5574, 1.4003], [0.2306, -2.3600, 1.1710], [1.8133, -1.9317, -2.1393]]}

---

No. 6
{"formula": "C3H6N2O3", "method": "ωB97M-V/def2-TZVPD", "lumo_energy_ev": 0.5, "energy_ha": -453.1323, "smiles": "NC(=O)CNC(=O)O", "largest_force_ha_per_bohr": 0.12176, "relative_energy_ev": 1.8693, "symbols": ["N", "H", "H", "O", "C", "H", "O", "C", "H", "C", "H", "H", "O", "N"], "positions_angstrom": [[-1.376920, -0.473063, 0.030602], [2.865008, 0.580754, 1.510227], [-1.890065, -1.244089, 0.649525], [-1.967477, -1.528998, -1.914153], [-1.388230, -0.632317, -1.332367], [-0.795515, 1.412996, 0.520135], [1.499372, -0.906128, -0.157556], [1.101780, -0.023197, 0.468123], [-0.229104, -0.196474, -3.083700], [-0.480161, 0.316256, 0.687642], [1.617614, 1.776164, 1.551157], [-0.534834, 0.077297, 1.799927], [-0.371332, -0.006799, -2.039152], [1.949863, 0.847598, 1.309591]], "forces_ev_per_a": [[-2.7317, -3.2729, 0.0119], [1.5102, -0.3140, 0.0287], [1.4508, 2.2493, -2.6780], [-1.2011, 0.7524, 0.7716], [1.9190, -3.3288, -2.6014], [1.2544, -1.2792, 0.4909], [1.3316, -3.0857, -1.7212], [-1.2288, 5.0598, 3.4774], [-1.5302, -0.0018, 4.0424], [2.5431, 2.5381, 2.5227], [0.2424, -0.5636, -0.0062], [-0.2732, 0.6500, -1.2859], [0.3218, 1.3405, -1.3146], [-3.6083, -0.7444, -1.7382]]}

---

No. 7
{"formula": "C3H6N2O3", "method": "ωB97M-V/def2-TZVPD", "lumo_energy_ev": 0.6, "energy_ha": -452.8528, "smiles": "OC[C@H]1ON=CNO1", "largest_force_ha_per_bohr": 0.13313, "relative_energy_ev": 9.4744, "symbols": ["C", "O", "C", "H", "H", "O", "O", "C", "N", "H", "H", "H", "H", "N"], "positions_angstrom": [[0.599766, 0.418154, 0.445104], [-0.728698, 0.076502, 1.254756], [-0.564417, -1.464964, -0.450444], [1.550630, -2.251026, -0.506464], [1.235070, 1.845511, -1.100128], [1.492756, -0.522344, 0.413546], [-0.731204, 2.312380, -0.460533], [0.300211, 1.259117, -0.842498], [-1.380630, -0.857600, 0.418783], [-1.743386, 1.664547, -0.543934], [1.317154, 0.842031, 1.077969], [-0.035007, 0.517117, -1.493659], [-1.045432, -2.085089, -1.445742], [0.872742, -1.533719, -0.499237]], "forces_ev_per_a": [[-1.6942, 4.1724, 2.6362], [2.8482, -0.6850, -2.2337], [-1.0956, -2.5023, -0.6995], [-0.3340, -1.5288, -0.2522], [-1.1782, -1.0437, 0.0010], [-0.5425, -6.0723, -3.1143], [-3.0476, -5.1716, -1.6686], [-0.3563, 2.2148, 3.4025], [2.1445, -0.5842, -2.8244], [4.6811, 3.1843, 0.6275], [-0.7863, 3.8821, 2.2080], [-0.5515, -0.1994, -2.1043], [1.1613, 1.7294, 3.4267], [-1.2488, 2.6041, 0.5951]]}

---

No. 8
{"formula": "C3H6N2OS", "method": "ωB97M-V/def2-TZVPD", "lumo_energy_ev": 0.0, "energy_ha": -700.6156, "largest_force_ha_per_bohr": 0.13944, "relative_energy_ev": 7.4454, "symbols": ["H", "H", "H", "H", "C", "H", "N", "C", "S", "N", "C", "O", "H"], "positions_angstrom": [[-2.025856, -1.578369, 0.821233], [1.986844, 1.402944, -0.738850], [-1.610065, -1.401622, -1.009642], [-2.008146, 1.180555, -0.744372], [2.957874, 0.732111, -0.092248], [3.911887, 1.344356, 0.279733], [-2.573133, 0.059329, -0.161804], [-1.553387, -0.850815, 0.000462], [1.211370, -1.286348, -0.026854], [2.885251, -0.591977, 0.119267], [-0.180180, -0.251272, 0.206166], [-0.100785, 0.977832, 0.190583], [-2.901668, 0.263280, 1.156324]], "forces_ev_per_a": [[2.0134, 0.9827, -1.6807], [3.2254, -2.0682, 2.5031], [1.0623, 0.1105, 1.4067], [-2.2001, -4.0753, 2.8942], [-1.5636, -0.6359, -0.9583], [-1.9789, -1.6774, -1.1614], [-1.6032, 6.3276, 2.9666], [-0.9529, -4.2602, -0.2467], [1.3209, -1.4022, -0.0753], [-1.7584, 4.6041, 0.0365], [1.1193, 2.9134, -1.0461], [0.1350, -1.2719, 0.6160], [1.1808, 0.4529, -5.2549]]}

---

No. 9
{"formula": "C3H6N2OS", "method": "ωB97M-V/def2-TZVPD", "lumo_energy_ev": 0.5, "energy_ha": -700.7719, "smiles": "CS/C=N/NC=O", "largest_force_ha_per_bohr": 0.10445, "relative_energy_ev": 3.1928, "symbols": ["H", "H", "H", "N", "N", "H", "C", "H", "S", "C", "O", "C", "H"], "positions_angstrom": [[-0.092052, -2.694720, 0.369986], [0.169799, -3.547461, -1.306439], [-1.089638, -2.160254, -1.173207], [-0.451830, 1.401690, 0.500878], [-0.238305, 0.109164, 0.121209], [0.351846, 2.166283, 0.467712], [-1.191497, 1.804969, 1.641560], [1.747467, 0.501835, -0.483404], [1.083693, -1.513893, -1.412591], [-0.147831, -2.614045, -0.802470], [-1.079978, 3.016787, 2.050265], [0.844802, -0.154362, -0.486415], [-1.988586, 1.026964, 1.854035]], "forces_ev_per_a": [[-0.2655, 0.0916, -2.4263], [-0.8451, 0.2383, 0.4750], [0.1606, -1.0066, 0.6049], [2.1568, 3.4917, 2.4723], [-0.6763, -0.0410, -0.0671], [-1.5981, -2.1536, -0.5539], [-0.2245, 2.9304, -1.1320], [-0.8623, 0.0953, -0.2242], [1.7621, -1.3116, -0.8122], [-0.3366, -0.1154, 1.3054], [-0.5002, -5.2262, -1.1330], [0.4575, 2.0126, 0.9137], [0.7716, 0.9946, 0.5774]]}